Entry 1:
Computed, not measured: a molecular structure, C27H58InNO12PS4 in a non-equilibrium geometry, with ωB97M-V/def2-TZVPD.

Properties
Net charge: -1
Gap between HOMO and LUMO (eV): 5.46
Electronic energy (eV): -112799.614
ΔE to the lowest compared entry with this formula, charge and spin (kcal per mole): 82.9

```
104
Properties=species:S:1:pos:R:3:mulliken_charge:R:1
C -2.86295 -0.48776 1.90153 -0.77
C -3.10487 0.15780 0.45803 0.52
C -3.35078 1.73273 0.45443 -0.45
C -2.05164 2.61132 0.77989 0.41
O -0.92539 1.85678 1.25273 -0.65
In 0.66145 1.81342 -0.11163 0.64
C 1.86459 -0.06496 0.41032 -0.61
C 2.78462 -0.52049 -0.82249 0.07
C 4.24197 0.14469 -0.64596 0.12
C 5.45221 -0.85046 -1.01007 -0.67
C 5.91230 -0.66831 -2.53885 -0.49
O 4.77862 -0.21080 -3.32743 -0.34
C 4.24984 -1.21906 -4.15308 0.72
C 4.22893 -2.77263 -3.83133 -0.89
O 3.70630 -0.84812 -5.22309 -0.62
P 2.04014 3.94357 0.22315 0.26
N 3.41063 4.00693 -0.91841 -0.66
O 2.67053 3.86331 1.85279 -0.57
H -3.24031 0.18818 2.75121 0.27
H -1.72137 -0.53130 2.04839 0.13
H -3.23558 -1.55550 2.02183 0.03
H -4.07091 -0.32411 0.04759 0.40
H -2.29082 -0.16073 -0.28447 -0.51
H -4.24036 2.06259 1.10825 0.37
H -3.66517 2.00848 -0.62085 0.02
H -2.33223 3.37689 1.59959 0.22
H -1.74054 3.23362 -0.12666 -0.52
H 0.05508 1.78511 -1.79837 -0.44
H 1.12810 -0.92967 0.62167 0.22
H 2.45074 0.06249 1.39580 -0.21
H 2.32016 -0.17766 -1.82004 -0.04
H 2.91072 -1.66397 -0.86778 0.17
H 4.35385 0.42428 0.46540 0.08
H 4.30532 1.14927 -1.20487 0.15
H 6.34174 -0.50214 -0.36394 0.29
H 5.21861 -1.92210 -0.71044 0.27
H 6.66584 0.20301 -2.53932 0.33
H 6.46891 -1.55859 -2.97359 0.32
H 3.54816 -3.34450 -4.55608 0.29
H 3.98129 -3.01661 -2.74483 0.24
H 5.28547 -3.19408 -4.00998 0.31
H 3.41884 4.98026 -1.26419 0.30
H 3.22840 3.40275 -1.74024 0.23
H 2.57353 2.92808 2.12957 0.27
C -2.35184 -1.66330 -5.54504 -0.61
C -1.14806 -0.85903 -5.04657 -0.71
C -1.56509 -0.16509 -3.74760 0.28
S -2.83101 -1.19550 -3.01536 1.34
O -4.07747 -0.46395 -3.01582 -0.70
O -2.30398 -1.82292 -1.82600 -0.66
C -2.88581 -2.40561 -4.32686 -0.84
H -2.07570 -2.35302 -6.34570 0.38
H -3.11592 -0.98202 -5.93350 0.27
H -0.31261 -1.53845 -4.84962 0.29
H -0.81124 -0.13328 -5.78972 0.34
H -0.72886 -0.07174 -3.05366 -0.17
H -1.99910 0.81724 -3.93966 0.02
H -3.90529 -2.76804 -4.45655 0.41
H -2.22592 -3.22990 -4.04790 0.31
C 3.00084 -0.99079 6.39152 -0.62
C 4.06655 0.10724 6.36169 -0.62
C 4.91460 -0.11027 5.10662 -0.70
S 3.84863 -0.91907 3.91713 1.07
O 4.35785 -2.24932 3.67270 -0.75
O 3.54836 0.00022 2.84396 -0.63
C 2.42347 -1.04517 4.98300 -0.65
H 2.22732 -0.78496 7.13386 0.34
H 3.46546 -1.94966 6.64347 0.29
H 3.57926 1.08605 6.31182 0.31
H 4.68507 0.09493 7.26200 0.32
H 5.26865 0.83352 4.69113 0.34
H 5.76098 -0.77000 5.30464 0.37
H 1.88415 -1.96847 4.77466 0.41
H 1.78281 -0.18280 4.78641 0.32
C -2.90047 6.08451 -4.55159 -0.61
C -1.52298 6.43364 -3.98223 -0.64
C -1.42684 5.80109 -2.59184 -0.56
S -2.49316 4.36422 -2.62130 1.13
O -3.58918 4.58604 -1.70718 -0.69
O -1.68171 3.16967 -2.57897 -0.38
C -3.09167 4.59671 -4.28725 -0.80
H -2.96936 6.31472 -5.61703 0.35
H -3.67223 6.66000 -4.03026 0.29
H -0.74502 6.01796 -4.63071 0.29
H -1.36717 7.51375 -3.93504 0.33
H -0.40777 5.48949 -2.35983 0.18
H -1.79355 6.47740 -1.81832 0.39
H -4.13113 4.27745 -4.35676 0.42
H -2.46799 3.99560 -4.95248 0.33
C -4.24799 -5.83474 3.64770 -0.61
C -5.26469 -4.97183 4.39849 -0.63
C -4.56158 -4.40371 5.63327 -0.61
S -2.82449 -4.29622 5.21431 1.12
O -2.09089 -5.21754 6.05263 -0.69
O -2.45138 -2.90729 5.08550 -0.61
C -2.97045 -5.00762 3.58454 -0.52
H -4.60175 -6.10255 2.65020 0.34
H -4.06789 -6.76095 4.20317 0.31
H -5.59380 -4.15204 3.75230 0.31
H -6.15183 -5.54409 4.67882 0.31
H -4.93375 -3.41109 5.88748 0.34
H -4.66101 -5.06937 6.49220 0.34
H -2.08525 -5.60055 3.35728 0.40
H -3.06764 -4.18712 2.87013 0.20
```

=====

Entry 2:
Computed, not measured: 11 unconnected molecules or ions with the total composition C27H58N3O28 in a non-equilibrium geometry, with ωB97M-V/def2-TZVPD.

Properties
Net charge: -1
Gap between HOMO and LUMO (eV): 5.20
Electronic energy (eV): -90730.631

```
116
Properties=species:S:1:pos:R:3:mulliken_charge:R:1
C 1.76816 -9.29061 -7.55646 -0.81
C 1.29220 -10.70175 -7.10335 2.09
C 1.44395 -11.74001 -8.21958 -0.09
O 1.79996 -11.13106 -5.95761 -0.83
H 1.08150 -8.95355 -8.34119 0.30
H 2.76633 -9.36449 -8.04324 -0.32
H 1.92712 -8.66951 -6.67714 0.27
H 0.19526 -10.43283 -6.99297 -1.01
H 0.89386 -11.39264 -9.12724 -0.01
H 0.84283 -12.60088 -7.92093 0.09
H 2.46007 -11.96166 -8.54106 -0.72
C 0.98132 -9.06472 0.46688 -0.75
O 1.91517 -8.37092 -0.33828 -0.41
C 2.19202 -8.91671 -1.55075 0.87
O 1.61056 -9.83705 -2.03824 -0.45
O 3.18792 -8.22616 -2.06313 -0.42
C 3.62607 -8.57618 -3.38242 0.12
H 1.44170 -9.25332 1.43894 0.28
H 0.69666 -10.02016 0.03240 0.34
H 0.10920 -8.42767 0.61500 0.27
H 4.52807 -8.00002 -3.57177 0.08
H 2.88001 -8.26898 -4.11433 0.20
H 3.86187 -9.63239 -3.49416 -0.09
C 4.87798 -12.72253 -5.32907 0.08
O 5.36390 -13.02803 -3.99965 -0.46
C 4.64022 -12.59243 -2.97893 0.77
O 3.49159 -12.25530 -2.99775 -0.48
O 5.43909 -12.57131 -1.89180 -0.35
C 4.74151 -12.43035 -0.66956 -0.40
H 3.84545 -13.06423 -5.39112 0.34
H 5.50785 -13.26442 -6.02437 0.16
H 4.90550 -11.64868 -5.49956 -0.24
H 5.47825 -12.24552 0.11228 0.24
H 4.24010 -13.36454 -0.39604 0.29
H 4.01236 -11.62226 -0.67655 0.05
C 2.61961 -2.95413 -12.64472 -0.63
O 2.95217 -3.60286 -11.41261 -0.33
C 3.33456 -4.87982 -11.48991 0.82
O 3.44474 -5.52276 -12.50323 -0.58
O 3.54270 -5.30564 -10.25196 -0.29
C 3.81799 -6.69099 -10.09100 -0.50
H 1.54193 -2.85202 -12.72222 0.24
H 3.04875 -3.49921 -13.48098 0.34
H 3.09897 -1.97735 -12.59017 0.22
H 3.21881 -7.09178 -9.27338 0.14
H 4.87427 -6.91017 -9.96847 0.25
H 3.42936 -7.23554 -10.95536 0.35
C 1.48828 -15.36097 -9.45391 -0.38
O 0.46269 -15.38744 -8.44560 0.05
C -0.01605 -16.57402 -8.11945 0.56
O 0.44324 -17.64008 -8.43794 -0.62
O -1.12400 -16.39825 -7.39808 -0.17
C -1.75899 -17.59527 -6.95853 -0.81
H 1.94709 -14.37728 -9.42011 -0.10
H 0.98931 -15.46784 -10.41593 0.26
H 2.22039 -16.13614 -9.24810 0.38
H -2.67200 -17.30256 -6.45083 0.23
H -1.14634 -18.05157 -6.17068 0.32
H -1.85048 -18.31372 -7.76621 0.33
C -3.94868 -9.71789 -4.86040 -0.43
O -4.17863 -10.85022 -5.67783 -0.39
C -3.12126 -11.61820 -5.95808 0.75
O -2.01596 -11.55651 -5.50979 -0.46
O -3.52166 -12.46384 -6.91349 -0.41
C -2.52266 -13.32443 -7.45360 -0.04
H -3.13649 -9.11376 -5.26896 0.03
H -3.58775 -9.98316 -3.85686 0.31
H -4.89029 -9.20995 -4.68825 0.25
H -2.26429 -14.08347 -6.71273 0.29
H -1.59192 -12.84093 -7.74650 -0.10
H -2.98660 -13.81029 -8.30722 0.17
C 8.58601 -6.17102 -5.00523 -0.66
O 8.09159 -6.86211 -6.16036 -0.39
C 6.87094 -7.38118 -6.02472 0.80
O 6.19532 -7.27181 -5.03509 -0.59
O 6.59238 -8.05311 -7.13242 -0.39
C 5.38470 -8.77862 -7.16167 -0.19
H 7.81813 -5.52175 -4.59810 0.30
H 9.49855 -5.69123 -5.33090 0.22
H 8.81670 -6.93409 -4.25734 0.30
H 5.35374 -9.30063 -8.11828 0.22
H 4.44399 -8.22067 -7.18567 0.26
H 5.27065 -9.50001 -6.35236 0.05
C -2.79742 -15.58991 -10.92685 -0.62
O -2.54284 -14.21273 -11.11612 -0.34
C -1.37092 -13.89374 -11.67566 0.94
O -0.54415 -14.68020 -12.04864 -0.64
O -1.29064 -12.57754 -11.73034 -0.23
C -0.08417 -12.02667 -12.22062 -0.67
H -3.87066 -15.74826 -11.05433 0.28
H -2.52665 -15.92229 -9.92593 0.07
H -2.31416 -16.18561 -11.69981 0.39
H 0.72331 -12.15693 -11.49859 0.21
H -0.23290 -10.96014 -12.36514 0.26
H 0.19444 -12.47067 -13.17674 0.31
C -2.15773 -9.67050 -8.56432 0.12
N -3.01920 -9.37734 -9.72151 1.06
O -3.40291 -8.23007 -9.85325 -0.63
O -3.26126 -10.28644 -10.48993 -0.57
H -1.36645 -8.91936 -8.51777 0.26
H -1.65517 -10.61797 -8.71062 -0.26
H -2.69487 -9.52282 -7.63399 0.00
C 5.27934 -12.02553 -9.33698 -0.56
N 5.54061 -13.49558 -9.33146 0.97
O 5.06331 -14.13737 -8.41895 -0.52
O 6.28632 -13.93871 -10.17994 -0.60
H 4.21070 -11.85221 -9.39444 0.12
H 5.79366 -11.64567 -10.21314 0.34
H 5.69353 -11.64124 -8.41143 0.30
C -0.96564 -7.05841 -3.32532 -0.63
N -0.86309 -7.60522 -4.69772 0.86
O -0.49215 -8.74297 -4.77717 -0.28
O -1.13316 -6.87847 -5.64466 -0.60
H -1.98823 -7.19055 -2.97593 0.28
H -0.70944 -6.00527 -3.35122 0.32
H -0.31620 -7.64925 -2.68861 0.07
```